Entry 1:
{
  "formula": "C4H7NO2",
  "method": "ωB97M-V/def2-TZVPD",
  "homo_lumo_gap_ev": [3.9, 8.5],
  "e_lumo_ev": [4.096, 3.954],
  "total_charge": -1,
  "spin_multiplicity": 2,
  "homo_energy_ev": [0.24, -4.58],
  "elements": ["O", "C", "N", "C", "O", "C", "C", "H", "H", "H", "H", "H", "H", "H"],
  "positions_angstrom": [[-0.326, 0.813, -1.702], [-0.140, 0.130, -0.672], [0.620, 0.743, 0.393], [0.805, 0.454, 1.753], [1.357, 1.314, 2.473], [-0.382, -1.354, -0.611], [-1.603, -1.736, -1.477], [0.892, 1.690, 0.175], [0.105, -0.256, 2.168], [-0.652, -1.649, 0.387], [0.505, -1.792, -1.085], [-1.321, -1.975, -2.565], [-2.079, -2.626, -1.065], [-2.327, -0.937, -1.524]],
  "forces_ev_per_a": [[-0.1, -0.2, -0.5], [1.2, 1.4, 1.8], [-1.4, -1.7, -0.7], [-0.4, 0.7, -1.2], [0.6, 0.2, 0.6], [-1.0, 1.0, -1.2], [0.7, -0.6, -1.6], [0.2, 0.2, -0.2], [-0.1, -0.7, 0.0], [0.8, -0.4, 0.5], [0.2, -0.6, 0.7], [-0.3, 0.4, 1.6], [-0.1, -0.1, -0.1], [-0.2, 0.3, 0.1]],
  "lowdin_spin": [0.184, 0.217, -0.026, 0.283, 0.216, 0.054, 0.012, 0.003, 0.024, 0.003, 0.023, 0.003, 0.001, 0.001]
}

---

Entry 2:
{
  "formula": "C4H7NO2",
  "method": "ωB97M-V/def2-TZVPD",
  "homo_lumo_gap_ev": 10.8,
  "e_lumo_ev": 0.822,
  "smiles": "NC(=O)C[C@H]1CO1",
  "homo_energy_ev": -10.01,
  "elements": ["N", "C", "O", "C", "C", "C", "O", "H", "H", "H", "H", "H", "H", "H"],
  "positions_angstrom": [[-1.241, 1.678, -1.222], [-1.126, 0.490, -0.565], [-2.015, 0.032, 0.130], [0.215, -0.217, -0.725], [0.958, -0.223, 0.592], [0.772, -1.290, 1.571], [1.940, -1.231, 0.758], [-2.109, 2.186, -1.141], [-0.520, 2.024, -1.831], [0.833, 0.232, -1.513], [0.010, -1.252, -1.009], [1.261, 0.760, 0.962], [0.091, -2.116, 1.365], [0.931, -1.073, 2.627]],
  "forces_ev_per_a": [[-0.1, 0.0, 0.1], [-0.1, -0.1, 0.1], [0.3, 0.2, -0.3], [0.0, -0.1, 0.0], [-0.1, 0.2, -0.1], [-0.2, -0.1, 0.2], [0.2, -0.1, -0.1], [0.1, -0.1, 0.0], [-0.1, 0.0, 0.1], [-0.1, 0.0, 0.2], [0.0, 0.1, 0.0], [0.0, -0.2, 0.0], [0.1, 0.2, -0.1], [0.0, 0.0, -0.1]],
  "lowdin_charge": [0.161, -0.541, 0.053, -0.065, -0.309, -0.105, -0.039, 0.111, 0.096, 0.119, 0.134, 0.151, 0.120, 0.113]
}

---

Entry 3:
{
  "formula": "C4H7NO2",
  "method": "ωB97M-V/def2-TZVPD",
  "homo_lumo_gap_ev": 10.6,
  "e_lumo_ev": 0.823,
  "smiles": "Cc1ccon1.O",
  "homo_energy_ev": -9.73,
  "elements": ["C", "C", "C", "C", "N", "O", "O", "H", "H", "H", "H", "H", "H", "H"],
  "positions_angstrom": [[0.246, 0.775, 1.520], [1.589, 0.780, 1.772], [0.094, -0.406, 0.820], [-1.298, -0.911, 0.471], [1.188, -1.066, 0.628], [2.119, -0.324, 1.231], [1.033, 0.296, -2.367], [-0.537, 1.269, 2.021], [2.369, 1.454, 2.253], [-1.313, -1.858, 0.863], [-1.317, -0.918, -0.538], [-1.993, -0.189, 0.879], [0.134, 0.326, -2.462], [1.499, 1.176, -2.464]],
  "forces_ev_per_a": [[2.0, 0.3, 1.2], [1.1, 0.8, 0.4], [-2.6, -1.0, -0.4], [2.3, 2.4, 1.8], [-0.8, -0.6, -0.3], [2.1, 1.0, 0.4], [4.9, 0.7, 0.3], [-0.5, 1.0, 0.0], [-1.5, -1.0, -0.6], [-0.9, -2.4, 0.9], [-0.7, -0.3, -3.4], [-0.4, -0.3, 0.1], [-3.3, 0.9, -0.5], [-1.5, -1.5, 0.1]],
  "lowdin_charge": [-0.028, -0.094, -0.387, 0.015, 0.106, -0.050, -0.038, 0.098, 0.150, 0.058, 0.035, 0.085, -0.030, 0.080]
}

---

Entry 4:
{
  "formula": "C4H7NO2",
  "method": "ωB97M-V/def2-TZVPD",
  "homo_lumo_gap_ev": 10.7,
  "e_lumo_ev": 0.614,
  "smiles": "CC(=O)NCC=O",
  "homo_energy_ev": -10.11,
  "elements": ["C", "C", "N", "O", "C", "C", "O", "H", "H", "H", "H", "H", "H", "H"],
  "positions_angstrom": [[1.668, -0.547, -1.610], [1.127, -0.357, -0.210], [-0.149, 0.126, -0.112], [1.779, -0.625, 0.785], [-0.796, 0.129, 1.182], [-2.115, 0.855, 1.105], [-3.132, 0.455, 1.613], [1.817, -1.618, -1.778], [1.019, -0.150, -2.396], [2.648, -0.068, -1.672], [-0.718, 0.171, -0.944], [-0.960, -0.880, 1.576], [-0.143, 0.654, 1.891], [-2.089, 1.809, 0.536]],
  "forces_ev_per_a": [[0.1, 0.0, 0.0], [0.2, -0.1, 0.1], [0.0, -0.1, -0.1], [-0.2, 0.1, -0.3], [-0.1, -0.1, 0.2], [-0.3, -0.1, 0.2], [0.4, 0.2, -0.2], [0.0, 0.1, 0.0], [0.1, 0.0, 0.2], [-0.1, 0.0, 0.0], [0.1, -0.1, 0.1], [0.0, 0.1, -0.1], [-0.1, -0.1, -0.1], [-0.1, 0.0, 0.0]],
  "lowdin_charge": [-0.001, -0.541, 0.041, 0.053, -0.150, -0.250, 0.064, 0.089, 0.073, 0.087, 0.135, 0.136, 0.137, 0.127]
}

---

Entry 5:
{
  "formula": "C4H7NO2",
  "method": "ωB97M-V/def2-TZVPD",
  "homo_lumo_gap_ev": [8.5, 8.5],
  "e_lumo_ev": [0.314, 0.315],
  "homo_energy_ev": [-8.18, -8.18],
  "elements": ["C", "N", "C", "O", "O", "H", "H", "H", "H", "H", "C", "C", "H", "H"],
  "positions_angstrom": [[-0.452, 1.016, 1.256], [-0.297, 0.457, -0.103], [-0.411, -1.328, -0.149], [-1.280, -1.513, -1.204], [-0.443, -1.981, 0.869], [-1.678, -2.387, -1.075], [-0.924, 0.912, -0.768], [0.024, 1.992, 1.317], [-1.514, 1.092, 1.483], [0.021, 0.328, 1.952], [1.055, 0.354, -0.639], [2.013, 1.094, -0.944], [3.020, 1.027, -1.308], [0.866, -1.065, -0.684]],
  "forces_ev_per_a": [[0.2, 0.1, -0.2], [0.1, -0.3, 0.2], [1.4, -0.5, -0.6], [0.1, 0.2, 0.0], [-0.2, 0.8, -0.2], [0.1, 0.1, 0.1], [0.1, -0.1, 0.0], [0.0, 0.0, 0.0], [0.1, 0.0, 0.0], [0.0, 0.0, 0.0], [-0.4, 1.5, 0.3], [-0.4, -1.0, 0.2], [0.0, 0.2, 0.0], [-0.9, -0.9, 0.3]],
  "lowdin_charge": [-0.030, -0.081, -0.559, 0.048, 0.050, 0.118, 0.158, 0.089, 0.096, 0.093, -0.273, 0.110, 0.021, 0.159]
}

---

Entry 6:
{
  "formula": "C4H7NO2",
  "method": "ωB97M-V/def2-TZVPD",
  "homo_lumo_gap_ev": 10.5,
  "e_lumo_ev": 0.743,
  "homo_energy_ev": -9.79,
  "elements": ["O", "C", "C", "N", "C", "C", "O", "H", "H", "H", "H", "H", "H", "H"],
  "positions_angstrom": [[1.049, -1.278, -1.669], [0.535, -1.237, -0.381], [1.055, -0.153, 0.558], [-0.247, 0.495, 0.524], [-0.922, -0.332, -0.442], [-0.592, 1.757, 0.847], [-1.634, 2.279, 0.507], [0.110, -0.861, -1.700], [0.330, -2.218, 0.047], [1.342, -0.523, 1.543], [1.862, 0.442, 0.114], [-1.782, -0.908, -0.097], [-1.286, 0.285, -1.316], [0.180, 2.251, 1.464]],
  "forces_ev_per_a": [[-1.7, 0.7, -0.3], [-1.8, 0.4, 1.3], [0.2, 0.0, 0.4], [-0.2, 0.6, 0.6], [0.4, -0.7, 0.8], [-0.1, 0.1, 0.1], [0.2, -0.1, 0.1], [2.1, -0.5, -3.6], [0.2, 0.0, 0.2], [0.1, 0.1, 0.0], [-0.1, -0.2, 0.0], [0.0, 0.2, 0.3], [0.8, -0.8, 0.2], [-0.1, 0.1, 0.0]],
  "lowdin_charge": [-0.031, -0.303, -0.081, -0.108, -0.054, -0.330, 0.030, 0.077, 0.143, 0.119, 0.133, 0.116, 0.146, 0.141]
}

---

Entry 7:
{
  "formula": "C4H7NO2",
  "method": "ωB97M-V/def2-TZVPD",
  "homo_lumo_gap_ev": 8.7,
  "e_lumo_ev": -0.396,
  "homo_energy_ev": -9.10,
  "elements": ["N", "C", "O", "C", "C", "C", "O", "H", "H", "H", "H", "H", "H", "H"],
  "positions_angstrom": [[1.913, 0.716, 1.584], [0.864, 0.933, 0.748], [0.086, 1.849, 0.736], [0.143, -1.159, 0.240], [-1.138, -0.960, -0.450], [-1.418, 0.099, -1.445], [-1.313, -1.235, -1.853], [1.942, 1.284, 2.420], [2.166, -0.254, 1.706], [0.897, -1.536, -0.479], [0.893, 0.213, -0.143], [-2.001, -1.257, 0.149], [-0.619, 0.768, -1.763], [-2.416, 0.538, -1.450]],
  "forces_ev_per_a": [[-0.2, 0.0, 0.1], [0.0, 0.2, 0.1], [0.2, -0.2, 0.0], [-0.2, -0.1, -0.2], [0.1, -0.1, 0.5], [0.0, 0.4, 0.0], [0.0, -0.1, -0.2], [0.0, 0.0, -0.1], [0.0, 0.1, -0.1], [-0.1, 0.1, 0.0], [0.0, 0.0, -0.1], [0.1, 0.0, -0.1], [-0.1, -0.1, 0.1], [0.2, -0.1, 0.0]],
  "lowdin_charge": [0.137, -0.483, 0.075, 0.111, -0.381, -0.130, -0.042, 0.113, 0.097, 0.053, 0.080, 0.136, 0.115, 0.120]
}

---

Entry 8:
{
  "formula": "C4H7NO2",
  "method": "ωB97M-V/def2-TZVPD",
  "homo_lumo_gap_ev": 9.5,
  "e_lumo_ev": 0.728,
  "homo_energy_ev": -8.74,
  "elements": ["C", "C", "O", "C", "C", "N", "O", "H", "H", "H", "H", "H", "H", "H"],
  "positions_angstrom": [[-1.716, 0.088, -0.684], [-0.436, 0.335, 1.834], [-0.856, -0.804, 0.017], [0.476, -0.823, -0.446], [1.260, 0.329, 0.175], [2.411, 0.664, -0.199], [0.485, 1.005, 1.094], [-1.328, 1.114, -0.671], [-2.667, 0.067, -0.152], [-1.847, -0.252, -1.717], [0.007, -0.657, 2.083], [0.538, -0.753, -1.537], [0.916, -1.775, -0.131], [2.758, 1.461, 0.335]],
  "forces_ev_per_a": [[-0.2, 0.1, -0.2], [0.4, -0.1, 0.0], [0.0, -0.1, 0.0], [0.0, 0.0, 0.0], [0.3, -0.1, -0.2], [-0.4, 0.0, 0.3], [-0.2, 0.1, 0.1], [0.0, -0.2, 0.0], [0.1, 0.0, -0.1], [0.0, 0.0, 0.1], [0.0, 0.1, -0.1], [0.0, 0.0, 0.2], [-0.1, 0.1, 0.0], [0.0, -0.1, 0.0]],
  "lowdin_charge": [-0.075, 0.110, -0.243, -0.130, -0.417, 0.181, -0.106, 0.098, 0.101, 0.096, 0.031, 0.138, 0.141, 0.074]
}

---

| no. | molecular weight (g mol⁻¹) |
| --- | --- |
| 1 | 101.10 |
| 2 | 101.10 |
| 3 | 101.10 |
| 4 | 101.10 |
| 5 | 101.10 |
| 6 | 101.10 |
| 7 | 101.10 |
| 8 | 101.10 |